Computed, not measured: a 14-piece molecular cluster, C56H135F3O15 overall at a distorted geometry, with the ωB97M-V functional and the def2-TZVPD basis.

Last column: Mulliken charge in e.
Element x y z (Å)
F  20.9076  14.5760  15.8520  0.0033
F  20.1210  14.7631  17.8894  -0.2499
F  21.4613  13.1592  17.4107  -0.1597
O  19.9853  13.1658  10.0783  -0.4819
O  24.2562  9.5699  19.6923  -0.3837
O  22.6814  17.3918  12.6228  -0.2277
O  16.8810  15.4447  20.3300  -0.5349
O  20.7130  15.5989  22.9810  -0.4382
O  23.2635  16.3786  19.4063  -0.1472
O  10.4481  11.7784  17.0175  -0.2656
O  14.0587  18.1711  10.5595  -0.2649
O  19.4594  10.3726  20.0838  -0.4658
O  25.5667  13.6311  15.1316  -0.1557
O  18.6614  13.3987  15.3089  0.4485
O  18.9322  11.9805  17.0424  -0.1990
O  15.8083  10.1055  17.0957  -0.1638
O  14.6637  12.6616  10.1850  0.0387
O  19.1699  10.5760  12.4104  0.1671
C  20.9586  10.8843  14.0939  -0.6469
C  24.8718  14.3618  14.1341  -0.4830
C  19.4691  17.5617  22.7230  -1.7662
C  14.2178  17.0735  11.4092  -0.6661
C  17.5765  10.3368  10.6299  -0.4065
C  13.2460  19.2260  10.9648  -0.2872
C  14.7185  11.4681  8.0091  -1.1756
C  18.2364  9.6850  11.8184  -0.2645
C  19.2442  12.9638  16.4537  -0.1399
C  19.4865  13.8684  11.2110  1.0941
C  18.6263  11.3179  22.1555  -1.2954
C  27.7770  13.3692  16.0302  -1.2632
C  15.5135  11.0509  19.2018  -0.4494
C  24.0099  10.2676  17.3576  -0.6634
C  16.8828  14.4184  21.2980  1.2083
C  20.0897  16.4381  21.9950  1.1253
C  16.2087  9.9212  18.4470  -0.1204
C  12.2575  12.9202  17.9683  -0.8357
C  21.0620  12.2514  10.3332  0.9978
C  10.9912  12.1917  18.2857  -0.4769
C  9.2657  10.1516  15.7333  -1.0390
C  14.2354  12.6410  8.8646  -0.4493
C  20.0889  9.0888  18.1311  -1.2238
C  23.3866  17.1005  18.2021  -0.0856
C  20.5019  16.7596  13.4746  -0.7135
C  19.9703  9.9323  13.4384  -0.7275
C  16.8344  14.8481  19.0416  1.1711
C  15.0198  16.0105  10.6850  -0.2270
C  21.6963  17.7422  13.5308  0.2176
C  13.0314  20.2368  9.8198  -1.1577
C  21.6653  13.6515  23.8501  -1.6649
C  18.2097  14.7004  10.8969  -1.4879
C  21.3203  14.4064  22.5713  1.2418
C  23.7660  13.5888  13.3773  -0.8847
C  16.1680  14.8183  22.6076  -1.7023
C  17.0776  15.8831  17.9323  -1.3764
C  23.8052  18.2966  12.4783  -0.2454
C  21.4283  11.5282  9.0210  -1.5701
C  24.8538  17.7374  11.4873  -1.0084
C  24.7678  10.3763  18.6172  0.4526
C  14.5175  11.6022  12.3553  -0.5387
C  22.0238  17.6362  17.7531  -1.0632
C  17.5397  12.5825  14.8494  0.2660
C  14.0918  11.5720  10.8986  -0.9656
C  15.8263  9.2548  14.8686  -0.2362
C  19.6542  11.3832  21.0707  1.2213
C  26.8554  14.2623  15.2652  -0.2065
C  24.1071  14.1735  19.5424  0.1825
C  9.3396  10.8540  17.0799  -0.3494
C  16.3707  9.1549  16.2408  -0.0083
C  24.2574  10.2119  20.9374  0.3832
C  24.4001  15.6094  19.7365  -0.7922
C  20.4407  13.8494  16.9064  0.3850
C  20.5099  10.2111  19.0985  1.2400
C  16.3100  13.0317  15.5829  -0.2136
C  23.6850  9.2750  21.9736  -1.4519
H  20.9082  15.7552  13.3150  -0.1022
H  25.5661  14.6974  13.3736  0.3716
H  14.5277  12.5929  12.8426  0.2268
H  23.8600  9.7272  22.9239  0.4229
H  20.6670  11.5670  11.0570  -0.4277
H  19.8720  16.8338  14.3673  0.3431
H  25.3525  10.4608  21.2748  0.4257
H  19.9627  8.1978  18.7333  0.4615
H  16.1952  14.1587  15.4993  0.1587
H  24.8466  11.4501  18.9609  -0.3847
H  15.1327  14.5377  22.6747  0.3597
H  16.3611  13.5580  20.9100  -0.0581
H  14.5004  11.8089  7.0201  0.4686
H  13.2070  16.6195  11.5874  0.2823
H  23.7848  16.5456  17.3003  0.1224
H  25.7062  18.3643  11.4038  0.4125
H  25.1268  16.7023  11.7781  0.0892
H  17.6198  11.5323  21.8380  0.0898
H  17.4146  12.6691  13.7605  0.0686
H  22.6244  9.0616  21.8145  0.2505
H  23.7166  11.1841  20.9260  -0.0957
H  14.3988  10.6588  10.4022  0.2939
H  27.3032  14.5520  14.3406  0.3601
H  25.3344  15.9626  19.1996  0.3614
H  17.5367  9.3795  12.6136  -0.0073
H  15.9557  11.9646  18.8911  -0.3367
H  17.9978  16.3800  18.2156  0.3250
H  21.2680  18.7578  13.3551  0.3203
H  26.7016  15.1426  15.8721  0.2759
H  15.8299  8.3328  14.2979  0.6541
H  15.1545  15.1738  11.4237  0.0381
H  24.3305  12.8483  12.8319  0.4662
H  15.8611  8.9452  18.7898  0.6098
H  24.5072  17.6024  10.4388  0.3046
H  12.1891  20.7984  10.1297  0.3743
H  17.6827  11.5378  15.0709  -0.2917
H  18.8122  17.2974  23.5652  0.3554
H  16.7077  9.7973  10.2031  0.4049
H  20.1508  18.2555  23.1752  0.4217
H  22.2070  18.0361  16.7408  0.2207
H  28.8436  13.8016  16.1009  0.3344
H  17.8536  14.0576  21.4558  -0.3368
H  27.9168  12.4332  15.4939  0.3267
H  21.2594  10.6862  15.1131  0.4490
H  17.4497  13.9662  10.5915  0.1415
H  14.5331  15.6807  9.7460  0.1901
H  16.4239  12.8523  16.6487  -0.5314
H  20.3871  9.0318  12.9212  0.5836
H  22.0727  14.4549  24.4501  0.4888
H  22.3102  14.6348  22.1289  -0.2829
H  22.1881  17.7743  14.5389  -0.2365
H  16.2907  16.6628  17.9152  0.4327
H  19.1904  13.1696  12.0258  -0.4563
H  21.5949  12.2614  8.2659  0.3926
H  12.1898  18.7874  11.1675  0.2503
H  22.3835  11.0233  9.1560  0.3856
H  14.2355  10.5250  8.2498  0.3301
H  13.7966  11.1323  12.9862  0.5831
H  15.4590  12.5239  15.0816  0.3353
H  19.2106  9.5699  14.1788  0.0032
H  23.7713  13.9770  18.5441  0.0077
H  16.3254  15.8656  22.7621  0.4223
H  21.9426  12.8109  10.7527  0.0119
H  24.6283  15.8736  20.7670  0.3344
H  8.6585  9.2139  15.8718  0.3355
H  20.5873  10.9202  8.7497  0.3333
H  21.8168  10.8708  13.4882  0.6463
H  16.0356  16.3447  10.4328  0.1707
H  13.0499  11.5927  10.9324  0.5461
H  8.7759  10.8019  15.0311  0.2895
H  20.7805  8.9718  17.3189  0.3199
H  15.7683  10.9445  20.2847  0.3298
H  14.5566  17.3604  12.3866  0.3877
H  20.6994  11.2498  21.4590  0.0522
H  15.8052  14.3846  18.9225  0.0563
H  9.6339  10.1822  17.8904  0.3133
H  12.8239  13.2520  18.8438  0.3504
H  19.1387  9.4480  17.7042  -0.1324
H  16.2029  8.1131  16.5848  0.5324
H  12.7879  19.5984  9.0187  0.3068
H  17.8876  15.2299  11.8159  0.3839
H  20.6785  11.1523  18.5832  -0.8117
H  24.0560  17.9786  18.3712  0.3342
H  21.4377  9.8490  19.6575  0.2843
H  22.9706  13.1042  13.9717  -0.0735
H  12.8787  12.1906  17.4239  0.0801
H  19.5475  12.3358  20.5596  -0.4906
H  13.6376  19.6125  11.9428  0.3077
H  20.2780  14.4790  11.6681  0.0381
H  24.5745  10.8577  16.6634  0.3906
H  27.4494  13.1613  17.0089  0.2609
H  23.8032  9.2792  16.9345  0.3776
H  16.3217  9.9996  14.2047  -0.6530
H  8.4673  11.4130  17.4127  0.3126
H  22.3505  12.8329  23.6996  0.3059
H  10.2648  9.8708  15.5097  0.2608
H  24.1846  8.2994  22.0078  0.3775
H  18.3361  10.4699  9.8355  0.0226
H  18.8330  8.7637  11.5125  0.3641
H  17.1878  15.4464  16.9895  0.1108
H  25.8463  10.0923  18.4300  0.2414
H  21.2726  16.8699  17.6623  0.0136
H  18.7906  18.1815  22.1110  0.3832
H  15.8357  11.3526  8.1443  0.1562
H  20.4879  11.8827  14.0878  -0.3137
H  13.8709  20.8750  9.5541  0.3090
H  17.2659  9.9431  18.6296  -0.1165
H  24.5368  15.2930  14.5748  0.2435
H  16.7669  14.4145  23.4335  0.3647
H  23.0147  10.7178  17.4462  -0.2785
H  14.8001  9.6941  14.9046  0.1088
H  17.5809  14.0682  18.8881  -0.3000
H  18.8386  12.1543  22.8439  0.1486
H  10.2136  12.7669  18.7965  0.3225
H  17.1369  11.2697  10.9193  -0.2738
H  18.4826  10.3888  22.7089  0.4577
H  21.6660  18.4523  18.3579  0.4523
H  15.5032  11.1292  12.5289  -0.1702
H  13.1570  12.7007  8.7931  0.4083
H  11.1633  11.3188  18.9225  0.3188
H  24.9835  13.4838  19.7879  0.3295
H  19.8731  17.0266  12.6448  0.4829
H  23.2924  13.8844  20.2682  -0.3084
H  23.4145  19.3044  12.1488  0.3094
H  20.8278  16.8265  21.2929  -0.0505
H  14.4458  10.9854  18.9021  0.1622
H  19.3454  15.9127  21.4483  -0.2854
H  12.1219  13.8149  17.3720  0.3930
H  17.4854  9.2350  16.2809  -0.3083
H  14.5802  13.5264  8.3277  0.3316
H  20.7166  13.3312  24.2792  0.3722
H  23.3161  14.2527  12.7279  0.3528
H  18.3028  15.4473  10.1077  0.5333
H  20.6399  13.9193  21.8148  -0.2197
H  24.3011  18.3854  13.4891  0.2358

* E_tot: -99118.2091 eV
* max |F|: 3.0 eV/A
* highest occupied orbital energy: -9.2 eV


Computed, not measured: C4H3F3NO6RhS2 as an isolated structure at a distorted geometry, with the ωB97M-V functional and the def2-TZVPD basis.

Last column: Löwdin spin population.
Element x y z (Å)
Rh  -0.4932  -0.1466  -0.0108  2.2569
S  2.3936  -0.2776  -1.1678  0.0535
S  1.9366  0.8576  1.4626  0.3630
F  1.9454  -2.5418  -2.5025  0.0045
F  2.2813  -2.7831  -0.3811  0.0014
F  3.9234  -2.3991  -1.7011  0.0031
O  2.6937  0.7477  2.7296  0.2525
O  -2.1041  0.7952  1.1294  0.1095
O  -4.6794  -0.9496  -0.8739  0.0886
O  0.4818  0.4483  1.4983  0.2759
O  3.3497  0.2346  -2.1553  0.0185
O  0.8976  -0.3073  -1.3103  0.1505
N  2.8779  0.2449  0.2084  0.1318
C  -2.8656  1.9881  1.2422  0.0163
C  2.6502  -2.1158  -1.4645  0.0154
C  -2.4783  -0.1426  -0.0503  0.1611
C  -3.6486  -0.5176  -0.4627  0.0934
H  -2.7321  2.6038  0.3414  0.0015
H  -2.4975  2.5255  2.1241  -0.0002
H  -3.9323  1.7352  1.3442  0.0029

* spin multiplicity: 5
* E_tot: -50793.1064 eV
* max |F|: 5.0 eV/A
* highest occupied orbital energy (alpha / beta): -8.9 / -9.0 eV